(1)
Formula: C10H16
Source: the Open Molecules 2025 dataset
Level of theory: wB97M-V/def2-TZVPD

Geometry (Å):
C1 0.8108 0.1823 2.0763
C2 0.7848 -1.9614 0.6926
C3 -0.9352 1.8230 1.9484
H1 0.9996 2.5567 -2.1287
H2 -0.1342 -2.5463 -1.2383
C4 -0.9688 -0.1336 0.5492
C5 0.1976 -0.6243 1.1206
H3 1.1446 -2.4036 1.6304
H4 0.6892 1.9084 3.3379
C6 0.2602 1.3673 2.5018
H5 -0.2828 -0.2539 -2.3835
H6 1.3062 0.3449 -3.0652
C7 0.3091 1.7694 -1.8135
C8 0.2833 0.5883 -2.7877
C9 -1.5385 1.0688 0.9744
H7 0.5467 -3.7438 -0.2555
H8 1.7928 -0.0993 2.4534
H9 -1.0816 -3.0348 0.1683
H10 1.7169 -1.6790 0.1941
H11 -0.6820 2.2210 -1.8797
H12 -0.3685 0.7314 -3.6635
H13 -1.5008 2.6144 2.4282
H14 -1.3381 -0.6602 -0.3212
H15 0.5139 1.4707 -0.7950
C10 -0.0804 -2.8582 -0.1909
H16 -2.4446 1.3518 0.4473

Results
Gap between HOMO and LUMO: 10.021 eV
E: -390.61023 hartree
Net charge: 0
SMILES string: CCc1ccccc1.CC
HOMO: -9.0 eV
Strongest force on any atom: 1.736 eV/A

(2)
Formula: C10H16
Source: the Open Molecules 2025 dataset
Level of theory: wB97M-V/def2-TZVPD

Geometry (Å):
C1 0.6928 -1.6571 0.8874
H1 -1.5827 -1.5731 -1.6171
H2 0.4815 -2.2358 -3.3756
C2 -0.5032 2.8329 1.1918
H3 -1.9114 3.1181 -0.3863
C3 0.1341 -3.1355 -2.9062
H4 0.7895 -3.9294 -3.2619
H5 0.1832 2.3134 0.4527
H6 1.1949 2.8692 2.6063
H7 0.9667 -1.3336 1.8949
H8 -0.8407 -3.3266 -3.4329
C4 1.0844 -3.5270 -0.6278
C5 1.4129 -2.8089 0.5025
H9 0.8229 4.3988 1.8950
C6 0.3563 3.4774 2.2834
H10 2.2612 -2.9154 1.1818
H11 -1.0608 1.9825 1.6279
H12 -0.6159 4.4456 -0.2713
H13 -1.8373 4.4846 0.8208
H14 1.7200 -4.2806 -1.0527
C7 -0.8430 -2.0015 -0.9634
C8 -0.4549 -1.3198 0.2044
H15 -0.3193 3.7733 3.0710
H16 -0.8931 -0.3503 0.4424
C9 0.0183 -3.0280 -1.4161
C10 -1.2565 3.7270 0.2489

Results
Gap between HOMO and LUMO: 9.737 eV
E: -390.58130 hartree
Net charge: 0
SMILES string: Cc1ccccc1.CCC
HOMO: -8.8 eV
Strongest force on any atom: 3.187 eV/A

What is the formula in the second record? C10H16

Which formula does entry 1 have? C10H16